Run w
{
  "formula": "C6H11NO",
  "method": "ωB97M-V with the def2-TZVPD basis set",
  "spin_multiplicity": 1,
  "lumo_energy_ev": 0.670,
  "symbols": ["C", "C", "C", "C", "C", "C", "H", "H", "H", "H", "H", "H", "H", "H", "H", "H", "H", "N", "O"],
  "coordinates": [[2.029, 0.262, 0.112], [0.474, -0.077, 0.174], [0.255, -0.672, -1.135], [-1.235, -1.028, -0.686], [-1.326, -0.241, 0.712], [-0.520, 1.075, 0.441], [2.331, 0.449, -0.999], [2.126, 1.149, 1.038], [2.455, -0.828, 0.253], [0.374, 0.037, -2.017], [0.954, -1.534, -1.491], [-2.376, -0.917, -1.212], [-0.988, -2.025, -0.201], [-2.278, -0.325, 1.215], [0.397, -0.356, 2.173], [-0.221, 1.598, 1.352], [-1.671, 2.223, -0.649], [-0.127, -0.732, 1.379], [-0.653, 1.942, -0.462]]
}

=====

Run x
{
  "formula": "C6H11NO",
  "method": "ωB97M-V with the def2-TZVPD basis set",
  "spin_multiplicity": 1,
  "lumo_energy_ev": 0.771,
  "symbols": ["C", "C", "C", "C", "C", "C", "O", "N", "H", "H", "H", "H", "H", "H", "H", "H", "H", "H", "H"],
  "coordinates": [[1.566, 1.055, -0.462], [1.123, -2.000, 0.402], [-1.262, 1.755, 0.361], [-1.167, -0.788, -0.062], [0.188, -0.930, -0.121], [-1.061, 0.606, -0.606], [-2.196, -1.516, 0.247], [0.429, 0.210, -0.758], [-1.901, -2.432, 0.376], [-1.545, 0.782, -1.574], [2.497, 0.542, -0.725], [1.513, 1.973, -1.056], [1.618, 1.328, 0.599], [0.586, -2.827, 0.869], [1.753, -2.369, -0.415], [1.834, -1.560, 1.109], [-0.740, 1.595, 1.310], [-0.909, 2.696, -0.072], [-2.328, 1.880, 0.581]]
}

=====

Run y
{
  "formula": "C6H11NO",
  "method": "ωB97M-V with the def2-TZVPD basis set",
  "spin_multiplicity": 1,
  "smiles": "CC(=O)N1CCCC1",
  "lumo_energy_ev": 0.939,
  "symbols": ["C", "C", "N", "C", "C", "C", "C", "O", "H", "H", "H", "H", "H", "H", "H", "H", "H", "H", "H"],
  "coordinates": [[1.841, 1.845, 0.950], [0.745, 0.924, 1.154], [-0.137, 0.490, 0.175], [0.178, 0.202, -1.251], [-0.857, -0.982, -1.577], [-1.099, -1.684, -0.225], [-1.177, -0.564, 0.776], [0.483, 0.677, 2.303], [2.641, 1.386, 1.648], [2.186, 2.035, -0.083], [1.754, 2.886, 1.429], [0.091, 1.120, -1.859], [1.143, -0.259, -1.459], [-1.904, -0.707, -1.964], [-0.428, -1.685, -2.397], [-2.078, -2.339, -0.305], [-0.274, -2.233, 0.063], [-2.236, -0.251, 0.853], [-0.871, -0.861, 1.771]]
}

=====

Run z
{
  "formula": "C6H11NO",
  "method": "ωB97M-V with the def2-TZVPD basis set",
  "spin_multiplicity": 1,
  "smiles": "Cc1c[nH]c(C)c1.O",
  "lumo_energy_ev": 0.922,
  "symbols": ["C", "C", "C", "N", "C", "C", "C", "H", "H", "H", "H", "H", "H", "H", "H", "H", "H", "H", "O"],
  "coordinates": [[-2.271, -0.251, -1.360], [-1.150, -0.164, -0.511], [-0.816, -1.109, 0.496], [0.342, -0.670, 1.164], [0.465, 0.660, 0.810], [-0.352, 0.933, -0.300], [1.151, 1.626, 1.601], [-2.110, -1.124, -1.948], [-3.243, -0.122, -0.789], [-2.468, 0.590, -2.087], [-1.501, -1.935, 0.891], [0.843, -1.293, 1.771], [-0.082, 1.791, -0.800], [0.535, 2.592, 1.492], [1.384, 1.326, 2.639], [2.092, 1.833, 1.237], [2.368, -0.812, -2.382], [1.405, -0.268, -1.110], [2.028, -1.007, -1.435]]
}

=====

Least stable: run w

=====

Run w
{
  "formula": "C6H11NO",
  "method": "ωB97M-V with the def2-TZVPD basis set",
  "spin_multiplicity": 1,
  "smiles": "CC1(C)N[C@@]2(C)O[C@@H]12",
  "lumo_energy_ev": 1.031,
  "symbols": ["C", "C", "C", "C", "C", "C", "O", "N", "H", "H", "H", "H", "H", "H", "H", "H", "H", "H", "H"],
  "coordinates": [[2.657, 0.465, 0.101], [-1.542, 1.185, -0.454], [-1.741, -1.178, 0.427], [1.290, -0.129, 0.096], [-0.802, -0.061, 0.006], [0.330, -0.475, -0.953], [1.082, -1.469, -0.294], [0.245, 0.306, 1.000], [0.200, -0.182, 1.889], [0.378, -0.406, -2.025], [2.579, 1.549, 0.074], [3.211, 0.112, -0.765], [3.186, 0.171, 1.005], [-2.427, -1.413, -0.384], [-2.188, 1.545, 0.342], [-0.829, 1.966, -0.703], [-2.146, 0.959, -1.329], [-2.316, -0.873, 1.299], [-1.168, -2.071, 0.669]]
}

=====

Run x
{
  "formula": "C6H11NO",
  "method": "ωB97M-V with the def2-TZVPD basis set",
  "spin_multiplicity": 1,
  "lumo_energy_ev": -2.694,
  "symbols": ["O", "C", "N", "C", "C", "C", "C", "C", "H", "H", "H", "H", "H", "H", "H", "H", "H", "H", "H"],
  "coordinates": [[2.372, -0.445, -0.762], [2.788, 0.109, 0.269], [1.650, 0.116, 1.258], [0.781, -1.079, 1.270], [-0.725, -0.705, 1.116], [-1.083, 0.550, 0.796], [-2.236, 0.872, 0.142], [-0.172, 0.216, -2.292], [1.929, 0.604, 2.095], [1.093, -1.530, 0.303], [1.129, -1.647, 2.236], [0.972, 0.454, -2.267], [-1.353, -1.505, 1.456], [-0.303, 1.386, 0.839], [-2.319, 1.901, -0.281], [-3.092, 0.350, 0.471], [-0.184, -0.845, -2.638], [-0.720, 1.074, -2.759], [-0.527, 0.122, -1.252]]
}

=====

Run y
{
  "formula": "C6H11NO",
  "method": "ωB97M-V with the def2-TZVPD basis set",
  "spin_multiplicity": 1,
  "lumo_energy_ev": 0.763,
  "symbols": ["C", "C", "C", "C", "N", "C", "C", "O", "H", "H", "H", "H", "H", "H", "H", "H", "H", "H", "H"],
  "coordinates": [[0.438, 0.451, -1.916], [0.629, -2.161, 0.258], [-0.752, 0.008, 0.649], [-0.008, 0.536, -0.511], [0.268, 2.275, 1.272], [0.507, 0.924, 0.803], [-0.552, -1.278, 0.079], [-1.993, 0.428, 1.127], [-2.537, 0.943, 0.517], [-0.406, 2.753, 0.681], [-0.113, 2.276, 2.214], [1.410, 0.481, 1.224], [-1.403, -1.711, -0.439], [0.650, 1.459, -2.284], [1.369, -0.126, -2.018], [-0.311, -0.019, -2.558], [1.430, -1.707, 0.841], [0.325, -3.077, 0.775], [1.050, -2.455, -0.713]]
}

=====

Least stable: run x